No. 1
Below is 2 unconnected molecules or ions with the total composition C6H14N5O2P, with properties calculated with wB97M-V/def2-TZVPD.

Bonds (Å) are listed after each position.
Geometry (Å):
1 C -2.649 -1.093 2.350  N7 1.371, N8 1.283, H15 1.082
2 C -0.739 -0.781 1.558  N7 1.297, N9 1.398, N10 1.347
3 C 0.452 2.566 -0.219  C6 1.534, H16 1.067, H17 1.041, H18 1.056
4 C 2.783 -0.986 -1.811  N11 1.442, H19 1.092, H20 1.000, H21 1.183
5 C 2.408 -3.072 -0.848  N11 1.243, H23 1.058, H24 1.160
6 C -0.928 2.759 0.421  C3 1.534, O13 1.483, H25 1.102, H26 1.066
7 N -1.314 -1.258 2.618  C1 1.371, C2 1.297
8 N -2.924 -0.570 1.212  C1 1.283, N9 1.369
9 N -1.700 -0.365 0.633  C2 1.398, N8 1.369, P14 1.830
10 N 0.569 -0.628 1.273  C2 1.347, H27 1.038, H28 0.999
11 N 2.401 -1.837 -0.712  C4 1.442, C5 1.243
12 O -3.124 0.347 -1.490  P14 1.592, H22 0.968
13 O -1.913 2.101 -0.471  C6 1.483, P14 1.670
14 P -1.633 0.530 -0.963  N9 1.830, O12 1.592, O13 1.670
15 H -3.556 -1.303 2.902  C1 1.082
16 H 0.770 1.547 -0.238  C3 1.067
17 H 0.504 3.042 -1.144  C3 1.041
18 H 1.136 3.105 0.378  C3 1.056
19 H 2.006 -0.489 -2.397  C4 1.092
20 H 3.213 -0.214 -1.342  C4 1.000
21 H 3.514 -1.406 -2.640  C4 1.183
22 H -3.867 0.725 -0.998  O12 0.968
23 H 1.959 -3.639 -0.076  C5 1.058
24 H 2.689 -3.465 -1.904  C5 1.160
25 H -1.243 3.815 0.378  C6 1.102
26 H -0.769 2.406 1.414  C6 1.066
27 H 1.170 -1.278 1.815  N10 1.038
28 H 0.785 -0.558 0.300  N10 0.999

Results
Orbital gap (spin up / spin down), eV: 6.5 / 6.0
Multiplicity: 3
LUMO level (spin up / spin down), eV: 0.810 / -2.860


No. 2
Below is a gas-phase ion, C6H14NO (charge -1), with properties calculated with wB97M-V/def2-TZVPD.

Bonds (Å) are listed after each position.
Geometry (Å):
1 C 0.854 2.212 -1.053  C2 1.517, H9 1.162, H10 1.061, H11 1.049
2 C 0.783 0.774 -0.572  C1 1.517, C3 1.525, C4 1.491, H12 1.161
3 C 1.948 -0.061 -1.094  C2 1.525, H13 1.106, H14 1.104, H15 1.037
4 C -0.587 0.240 -0.814  C2 1.491, C5 1.649, H16 1.081, H17 1.055
5 C -0.972 -1.151 -0.015  C4 1.649, N6 1.460, H18 1.100, H19 1.112
6 N -1.877 -0.937 1.110  C5 1.460, C7 1.508, H20 1.207
7 C -1.441 -1.408 2.475  N6 1.508, O8 1.354, H21 1.086, H22 1.091
8 O -0.364 -0.736 2.947  C7 1.354
9 H 1.963 2.397 -1.345  C1 1.162
10 H 0.243 2.350 -1.910  C1 1.061
11 H 0.463 2.946 -0.414  C1 1.049
12 H 0.936 0.679 0.575  C2 1.161
13 H 3.017 0.092 -0.857  C3 1.106
14 H 2.150 -0.131 -2.177  C3 1.104
15 H 1.687 -1.015 -0.781  C3 1.037
16 H -0.656 -0.149 -1.820  C4 1.081
17 H -1.404 0.891 -0.663  C4 1.055
18 H -1.414 -1.856 -0.734  C5 1.100
19 H -0.006 -1.562 0.349  C5 1.112
20 H -1.752 0.244 1.325  N6 1.207
21 H -2.353 -1.346 3.063  C7 1.086
22 H -1.219 -2.474 2.403  C7 1.091

Results
Relative energy (zero: lowest compared OMol25 entry of this formula, charge and spin), kcal/mol: 46.9
Charge: -1
Structure (SMILES): CC(C)CCNC[O-]
Orbital gap, eV: 6.0
Multiplicity: 1
LUMO level, eV: 3.582


No. 3
Below is a gas-phase ion, C6H14NO (charge -1), with properties calculated with wB97M-V/def2-TZVPD.

Bonds (Å) are listed after each position.
Geometry (Å):
1 C -0.439 0.349 3.004  C2 1.585, H9 1.058, H10 1.090, H11 1.192
2 C -0.734 -0.187 1.542  C1 1.585, C3 1.611, H12 0.988, H13 1.125
3 C 0.558 0.344 0.738  C2 1.611, C4 1.633, H14 1.060, H15 1.164
4 C 0.477 -0.211 -0.795  C3 1.633, C5 1.595, N7 1.476, H16 1.094
5 C 1.939 -0.345 -1.418  C4 1.595, O6 1.288, H17 1.130, H18 1.110
6 O 2.758 -1.162 -0.853  C5 1.288
7 N -0.376 0.539 -1.738  C4 1.476, C8 1.540, H19 1.036
8 C -1.707 -0.183 -2.018  N7 1.540, H20 1.088, H21 1.141, H22 1.085
9 H -1.074 -0.028 3.763  C1 1.058
10 H -0.523 1.428 2.874  C1 1.090
11 H 0.727 0.145 3.143  C1 1.192
12 H -1.565 0.236 1.217  C2 0.988
13 H -0.747 -1.309 1.455  C2 1.125
14 H 0.638 1.400 0.798  C3 1.060
15 H 1.545 -0.083 1.182  C3 1.164
16 H 0.326 -1.291 -0.713  C4 1.094
17 H 2.352 0.692 -1.240  C5 1.130
18 H 1.934 -0.646 -2.486  C5 1.110
19 H -0.080 0.978 -2.629  N7 1.036
20 H -1.589 -1.250 -2.198  C8 1.088
21 H -2.209 0.018 -1.013  C8 1.141
22 H -2.209 0.569 -2.616  C8 1.085

Results
Relative energy (zero: lowest compared OMol25 entry of this formula, charge and spin), kcal/mol: 66.5
Charge: -1
Structure (SMILES): CCC[C@H](C[O-])NC
Orbital gap, eV: 5.8
Multiplicity: 1
LUMO level, eV: 3.824


No. 4
Below is a single C6H14NO molecule, with properties calculated with wB97M-V/def2-TZVPD.

Bonds (Å) are listed after each position.
Geometry (Å):
1 C 0.630 -0.225 -1.402  O2 1.398, C3 1.588, H9 1.089, H10 1.070
2 O 0.758 -1.127 -2.462  C1 1.398, H11 0.973
3 C 0.032 -1.058 -0.189  C1 1.588, C4 1.535, N8 1.534, H12 1.088
4 C 0.203 -0.425 1.198  C3 1.535, C5 1.473, H13 1.162, H14 1.091
5 C -0.074 1.019 1.289  C4 1.473, C6 1.322, H15 1.110
6 C -1.202 1.592 0.905  C5 1.322, C7 1.557, H16 1.080
7 C -1.291 3.117 1.204  C6 1.557, H17 1.074, H18 1.106, H19 1.104
8 N 0.757 -2.409 -0.221  C3 1.534, H20 1.030, H21 1.110, H22 1.028
9 H -0.051 0.623 -1.457  C1 1.089
10 H 1.622 0.111 -1.181  C1 1.070
11 H 0.127 -0.974 -3.188  O2 0.973
12 H -0.997 -1.382 -0.335  C3 1.088
13 H -0.492 -0.974 1.951  C4 1.162
14 H 1.243 -0.689 1.403  C4 1.091
15 H 0.626 1.693 1.824  C5 1.110
16 H -2.133 1.054 0.798  C6 1.080
17 H -0.410 3.688 0.976  C7 1.074
18 H -2.133 3.538 0.623  C7 1.106
19 H -1.686 3.191 2.232  C7 1.104
20 H 0.506 -2.872 -1.106  N8 1.030
21 H 0.508 -2.933 0.725  N8 1.110
22 H 1.762 -2.259 -0.063  N8 1.028

Results
Relative energy (zero: lowest compared OMol25 entry of this formula, charge and spin), kcal/mol: 67.6
Orbital gap (spin up / spin down), eV: 3.9 / 10.1
Multiplicity: 2
LUMO level (spin up / spin down), eV: 0.651 / 0.495


no.,calculated total energy (a.u.)
1,-1002.452276
2,-366.926925
3,-366.895618
4,-366.822208